Entry 1:
This record from the OMol25 dataset describes a structure of composition C24H23KN6O7S. The level of theory is ωB97M-V/def2-TZVPD.

XYZ file:
```
62
Properties=species:S:1:pos:R:3:mulliken_charge:R:1
K -0.670 2.047 -0.672 1.095
C 2.281 -3.457 1.001 -0.678
C 2.337 -3.030 -0.414 0.858
N 2.502 -3.809 -1.443 -0.947
N 2.528 -2.938 -2.499 0.226
C 2.375 -1.645 -2.152 0.038
S 2.403 -0.287 -3.124 -0.374
N 2.219 -1.721 -0.800 0.625
N 2.148 -0.659 0.106 -0.919
H 2.378 -4.539 1.052 0.389
H 1.344 -3.107 1.445 -0.158
H 3.094 -2.982 1.555 0.290
H 2.680 -3.257 -3.435 0.187
H 1.271 -0.747 0.632 0.388
H 2.160 0.230 -0.406 0.238
O -4.941 2.126 -1.901 -0.755
C -3.722 2.206 -2.123 0.364
O -2.861 3.012 -1.708 -0.814
C -3.148 1.170 -3.118 0.166
C -3.898 0.772 -4.223 -0.569
C -3.325 -0.070 -5.158 -0.220
C -2.027 -0.518 -4.946 -0.701
C -1.369 -0.107 -3.796 0.006
N -1.909 0.721 -2.901 0.219
H -4.910 1.146 -4.303 0.421
H -3.874 -0.377 -6.041 0.364
H -1.526 -1.172 -5.647 0.402
H -0.355 -0.436 -3.588 0.055
O 2.749 4.426 -0.023 -0.767
C 2.310 3.417 -0.597 0.030
O 1.887 2.336 -0.123 -0.742
C 2.283 3.479 -2.135 0.430
C 3.378 3.977 -2.838 -0.529
C 3.359 3.952 -4.219 -0.285
C 2.225 3.472 -4.864 -0.638
C 1.166 3.037 -4.084 -0.369
N 1.191 3.022 -2.754 0.274
H 4.215 4.363 -2.272 0.389
H 4.210 4.302 -4.792 0.376
H 2.159 3.428 -5.943 0.367
H 0.254 2.666 -4.543 0.386
C -0.487 -3.737 7.238 -0.862
O -0.134 -3.721 5.879 -0.465
C -0.522 -2.616 5.148 0.985
C -1.212 -1.534 5.724 -1.123
C -1.550 -0.489 4.889 -0.588
C -1.251 -0.438 3.524 0.205
C -1.684 0.726 2.748 0.979
C -2.467 1.833 3.454 -1.489
O -1.470 0.879 1.557 -0.541
C -0.523 -1.548 2.920 0.563
O -0.155 -1.600 1.720 -0.975
C -0.198 -2.625 3.820 -0.684
H -0.122 -4.683 7.637 0.252
H -1.571 -3.686 7.379 0.341
H -0.023 -2.914 7.790 0.327
H -1.475 -1.497 6.771 0.295
H -2.080 0.346 5.330 0.254
H -3.355 1.447 3.957 0.380
H -2.771 2.545 2.691 0.334
H -1.854 2.341 4.201 0.367
H 0.335 -3.476 3.415 0.329
```

Properties
Total charge ... -2
HOMO ... -2.54 eV


Entry 2:
This record from the OMol25 dataset describes a structure of composition C24H23N5O2PdSb. The level of theory is ωB97M-V/def2-TZVPD.

XYZ file:
```
56
Properties=species:S:1:pos:R:3:mulliken_charge:R:1
Pd 0.219 -0.032 -1.111 0.438
C 3.272 -1.661 -0.592 -1.198
C 2.178 -2.272 0.229 0.683
C 2.438 -3.040 1.362 -0.746
C 1.382 -3.566 2.078 -0.513
C 0.084 -3.328 1.640 -0.888
C -0.108 -2.556 0.507 0.360
N 0.926 -2.045 -0.173 0.111
Sb -2.163 -2.329 -0.152 0.893
C -1.680 -2.181 -2.250 -0.252
C -2.323 -2.991 -3.172 -0.898
C -1.987 -2.881 -4.515 -0.353
C -1.021 -1.969 -4.896 -0.862
C -0.408 -1.180 -3.929 0.759
C 0.643 -0.169 -4.268 -1.292
N -0.745 -1.300 -2.639 0.594
C -2.501 -0.206 0.140 0.400
C -3.403 0.128 1.135 -0.897
C -3.710 1.468 1.342 -0.512
C -3.131 2.420 0.528 -0.743
C -2.239 2.019 -0.464 0.705
C -1.591 3.001 -1.393 -1.220
N -1.935 0.730 -0.634 0.101
H 4.245 -1.790 -0.122 0.396
H 3.089 -0.594 -0.736 0.222
H 3.304 -2.130 -1.577 0.261
H 3.461 -3.208 1.668 0.424
H 1.560 -4.160 2.965 0.440
H -0.762 -3.745 2.170 0.425
H -3.075 -3.696 -2.845 0.458
H -2.475 -3.503 -5.253 0.423
H -0.735 -1.858 -5.932 0.444
H 0.852 -0.153 -5.335 0.433
H 1.573 -0.395 -3.740 0.247
H 0.322 0.830 -3.965 0.249
H -3.864 -0.643 1.739 0.428
H -4.402 1.757 2.122 0.444
H -3.354 3.471 0.650 0.423
H -1.775 4.026 -1.078 0.384
H -1.994 2.877 -2.400 0.276
H -0.514 2.834 -1.442 0.228
O 1.558 1.571 -1.016 -0.515
N 1.786 2.091 0.142 -0.635
N 1.202 1.534 1.103 1.278
O 0.407 0.493 0.959 -0.332
C 1.394 2.041 2.440 0.298
C 2.281 3.084 2.671 -0.355
C 2.434 3.542 3.969 -0.559
C 1.715 2.966 5.009 -0.482
C 0.837 1.926 4.755 -0.657
C 0.667 1.451 3.462 -0.376
H 2.835 3.521 1.855 0.467
H 3.121 4.353 4.167 0.391
H 1.844 3.332 6.018 0.401
H 0.278 1.477 5.564 0.380
H -0.010 0.642 3.239 0.419
```

Properties
Total charge ... +1
HOMO (spin up / spin down) ... -11.27 / -11.13 eV
<S²> ... 2.01
Spin multiplicity ... 3


Entry 3:
This record from the OMol25 dataset describes a structure of composition C24H24As2CsF6N6O7S2. The level of theory is ωB97M-V/def2-TZVPD.

XYZ file:
```
72
Properties=species:S:1:pos:R:3:mulliken_charge:R:1
Cs -0.528 1.482 -0.721 1.266
N 0.679 0.999 3.528 0.085
C 1.014 1.598 2.371 -0.828
N 1.855 1.155 1.498 -0.470
C 2.435 -0.084 1.727 0.201
N 3.025 -0.729 0.782 -1.111
N 2.726 -0.263 -0.473 0.430
C 3.621 0.235 -1.211 -0.941
C 3.252 0.676 -2.574 1.069
C 4.052 1.602 -3.232 -0.844
C 3.637 2.101 -4.453 -0.267
C 2.448 1.641 -4.988 -0.869
C 1.727 0.693 -4.274 0.054
N 2.113 0.209 -3.099 0.100
C 2.316 -0.684 3.062 1.031
C 3.015 -1.822 3.458 -0.379
C 2.739 -2.430 4.666 -0.635
C 1.735 -1.912 5.488 -0.454
C 1.037 -0.783 5.117 -0.747
C 1.336 -0.155 3.906 -0.072
H -0.255 1.211 3.911 0.306
H 0.517 2.543 2.178 0.889
H 4.639 0.418 -0.860 0.296
H 4.947 1.974 -2.750 0.300
H 4.212 2.868 -4.955 0.377
H 2.063 2.027 -5.922 0.370
H 0.782 0.316 -4.654 0.246
H 3.754 -2.228 2.779 0.450
H 3.279 -3.319 4.965 0.375
H 1.496 -2.404 6.423 0.375
H 0.246 -0.378 5.735 0.453
O -3.533 2.972 2.964 -0.781
S -2.698 1.797 2.819 1.463
O -2.004 1.433 4.061 -0.948
O -1.810 1.837 1.667 -0.603
C -3.870 0.449 2.531 -0.228
C -5.150 0.715 3.014 -0.817
C -6.176 -0.206 2.896 -0.537
C -5.930 -1.424 2.282 -0.639
C -4.664 -1.701 1.800 -0.595
C -3.621 -0.782 1.910 0.211
S -2.083 -1.337 1.127 0.834
O -2.217 -2.788 1.070 -0.739
O -0.970 -0.879 1.932 -0.153
O -2.139 -0.739 -0.215 -0.562
H -5.321 1.679 3.470 0.480
H -7.163 0.033 3.274 0.361
H -6.721 -2.156 2.174 0.363
H -4.447 -2.646 1.323 0.460
O -2.966 1.324 -3.318 -0.625
C -2.311 0.393 -3.652 0.815
N -1.649 -0.538 -4.029 -0.873
F 1.189 3.153 -2.330 -0.485
As 1.868 4.710 -1.883 2.095
F 2.384 4.928 -3.535 -0.516
F 0.346 5.455 -2.249 -0.531
F 2.543 6.258 -1.472 -0.528
F 1.359 4.464 -0.239 -0.475
F 3.386 3.943 -1.521 -0.465
C 0.393 -2.644 -4.062 -1.285
As -0.617 -1.913 -2.568 1.124
C -2.145 -3.097 -2.542 -1.097
C 0.447 -2.640 -1.070 -0.337
H 0.480 -3.722 -3.918 0.441
H 1.385 -2.197 -4.078 0.343
H -0.135 -2.424 -4.986 0.356
H -1.792 -4.110 -2.342 0.380
H -2.641 -3.040 -3.508 0.426
H -2.811 -2.783 -1.741 0.207
H 0.884 -3.569 -1.446 0.469
H -0.222 -2.832 -0.236 0.355
H 1.228 -1.934 -0.804 -0.415
```

Properties
Total charge ... -2
HOMO (spin up / spin down) ... -3.15 / -3.29 eV
<S²> ... 0.75
Spin multiplicity ... 2


Entry 4:
This record from the OMol25 dataset describes a structure of composition C24H24AuClF6N2O5S2Si. The level of theory is ωB97M-V/def2-TZVPD.

XYZ file:
```
66
Properties=species:S:1:pos:R:3:mulliken_charge:R:1
Au -1.098 -0.203 0.379 1.250
F -2.872 -2.722 -1.685 -0.184
C -4.147 -2.369 -1.550 0.589
F -4.814 -3.407 -1.041 -0.224
F -4.647 -2.081 -2.745 -0.228
S -4.335 -0.937 -0.375 0.851
O -3.217 -1.087 0.570 -0.831
O -5.627 -1.090 0.209 -0.589
N -4.165 0.257 -1.359 -0.243
S -3.903 1.728 -0.878 0.866
O -5.075 2.519 -0.700 -0.661
O -2.900 1.792 0.173 -0.559
C -3.048 2.424 -2.389 0.625
F -3.300 1.713 -3.482 -0.243
F -1.731 2.464 -2.193 -0.202
F -3.477 3.671 -2.584 -0.249
Cl -3.252 2.316 4.905 -0.202
C -2.179 1.114 4.299 -0.284
C -1.469 0.295 5.160 -0.107
C -0.625 -0.656 4.615 -0.904
C -0.512 -0.749 3.242 -0.106
N -1.201 0.054 2.425 0.118
C -2.033 0.969 2.930 -0.255
H -1.582 0.403 6.230 0.453
H -0.054 -1.321 5.245 0.450
H 0.145 -1.464 2.772 0.553
H -2.589 1.573 2.226 0.725
C 5.375 -2.085 2.329 -0.450
C 4.497 -3.066 1.899 -0.721
C 3.275 -2.707 1.353 -0.454
C 2.907 -1.366 1.217 0.696
C 3.796 -0.388 1.672 -0.152
C 5.015 -0.748 2.219 -0.833
C 1.558 -1.115 0.665 -1.172
C 0.901 0.024 0.408 -0.214
C 1.371 1.404 0.222 1.168
C 0.611 2.508 0.610 -0.210
C 1.063 3.794 0.364 -0.945
C 2.272 3.997 -0.287 -0.597
C 3.031 2.907 -0.694 -0.883
C 2.580 1.622 -0.451 -0.525
H 6.332 -2.358 2.753 0.392
H 4.760 -4.111 1.988 0.393
H 2.590 -3.477 1.018 0.405
H 3.533 0.656 1.620 0.451
H 5.691 0.023 2.564 0.413
H 1.002 -2.035 0.503 0.515
H -0.348 2.367 1.088 0.513
H 0.461 4.639 0.668 0.451
H 2.609 5.002 -0.501 0.411
H 3.965 3.058 -1.216 0.441
H 3.154 0.771 -0.793 0.606
C 1.061 -2.292 -2.441 -1.199
Si -0.139 -0.897 -2.808 0.489
C 0.823 0.574 -3.445 -0.911
C -1.299 -1.468 -4.159 -1.089
O -1.112 -0.542 -1.526 -0.251
H 1.414 -2.722 -3.380 0.453
H 0.569 -3.088 -1.879 0.267
H 1.935 -1.969 -1.875 0.298
H 1.390 0.280 -4.330 0.468
H 1.526 0.978 -2.715 0.160
H 0.148 1.380 -3.729 0.242
H -0.765 -1.532 -5.109 0.423
H -2.131 -0.776 -4.280 0.257
H -1.715 -2.449 -3.937 0.286
```

Properties
HOMO ... -8.68 eV


Let's list relative energy (zero: lowest compared OMol25 entry of this formula, charge and spin) in order: 4.2; 0.0; 9.7; 4.2 kcal/mol.